(1)
The following is a DFT calculation (wB97M-V/def2-TZVPD) of a 3-piece molecular cluster, C6H20N4 overall in a non-equilibrium geometry.

XYZ file:
```
30
Properties=species:S:1:pos:R:3:forces:R:3
C 8.9136 3.0153 1.9204 -0.698 2.723 -3.458
C -5.9037 -3.4927 -2.3152 -0.111 0.213 -0.894
C -3.6374 -3.9888 -1.5181 3.452 -2.227 0.469
C -4.9042 -0.9398 -0.5593 -0.998 3.738 -1.406
C -3.9670 -1.2996 -2.7997 -1.249 2.700 -2.736
C 7.7146 4.8844 4.2825 0.650 -2.810 1.092
N 7.2883 5.9950 3.8934 -1.874 1.792 0.515
N 7.6378 3.3033 2.4029 0.284 2.031 1.929
N -4.7152 -3.0624 -1.4453 -3.236 1.229 1.763
N -4.2711 -1.7014 -1.5359 1.581 -3.429 2.465
H 8.4332 2.7791 0.8367 1.481 -0.639 1.581
H 9.3687 4.0280 1.4950 -0.400 -2.035 1.123
H 9.5990 2.3440 2.4299 -0.137 -0.095 -0.301
H -6.5634 -2.5898 -2.5574 0.950 -1.445 0.408
H -5.5493 -4.0589 -3.2396 -0.423 1.170 1.173
H -6.3985 -4.2230 -1.6757 -0.398 0.125 -0.267
H -3.7544 -4.8751 -0.7366 0.101 1.864 -1.860
H -3.5716 -4.4032 -2.6048 0.177 0.713 2.123
H -2.6964 -3.3433 -1.2185 -1.688 -1.764 -0.742
H -5.8392 -0.5720 -0.9773 -0.674 0.401 0.192
H -5.1713 -1.4173 0.3387 0.363 -0.782 1.316
H -4.2980 -0.0295 -0.4111 -0.243 -0.498 0.494
H -2.9732 -1.4236 -3.1597 0.934 -0.903 -0.111
H -4.7300 -1.7317 -3.4749 0.593 0.520 -0.463
H -4.0553 -0.1859 -2.8302 -0.338 -0.751 -0.128
H 7.9004 4.5405 5.3671 -0.202 0.974 -1.612
H 6.8946 6.8286 4.5018 1.247 -1.971 -1.373
H 7.0198 5.9441 2.9064 0.078 0.885 0.085
H 7.3899 2.6746 3.1446 -0.382 -0.828 0.438
H -5.1604 -2.9991 -0.4602 1.160 -0.901 -1.815
```
Positions in Å, forces in eV/Å.

Its multiplicity is 1. The energy relative to the best compared isomer or geometry (same formula, charge and spin) comes out at 4.400 eV. Its net charge is +2. The HOMO-LUMO gap (spin up / spin down) is 7.29 / 8.13 eV. The HOMO energy (spin up / spin down) comes out at -14.47 / -14.47 eV.

Here are the Mulliken charges for atoms 1 to 5, given in e:
1. C -0.55
2. C -0.87
3. C -0.78
4. C -1.06
5. C -0.92

***

(2)
The following is a DFT calculation (wB97M-V/def2-TZVPD) of a 2-piece molecular cluster, C6H20N4Si overall in a non-equilibrium geometry.

XYZ file:
```
31
Properties=species:S:1:pos:R:3:forces:R:3
C 0.5052 3.1002 0.2304 1.247 -0.262 -1.836
C 0.3094 2.0596 -0.6166 -1.321 1.391 2.700
C -2.6802 0.2304 0.9415 1.335 -0.022 -0.254
C -2.1016 -0.1054 -1.4240 0.480 -0.389 -0.754
C 1.7296 -1.9215 0.7506 -1.485 0.138 -1.517
C 2.8307 0.2876 0.1244 2.453 1.955 0.368
N -1.4490 -1.7770 0.1694 0.926 0.002 0.238
N 1.0962 -0.4492 -1.3098 -1.539 -3.598 0.590
N -1.5839 -0.3409 0.0579 -1.306 -0.295 -2.513
N 1.6389 -0.5437 0.0900 -0.030 0.112 -0.374
Si 0.0646 0.4397 0.2773 0.450 -0.490 1.208
H 0.7299 4.0629 -0.2050 -0.533 0.396 0.033
H 0.7774 3.0326 1.2403 -0.065 -0.298 1.542
H 0.0308 2.4674 -1.5818 0.078 -1.189 -0.621
H -3.4747 -0.4883 0.8521 -0.650 0.168 0.089
H -2.2767 0.2840 1.9389 -0.113 -0.104 0.476
H -2.8803 1.2292 0.5727 -0.462 0.040 0.030
H -1.4642 -0.5563 -2.2379 0.029 0.464 1.379
H -3.0135 -0.7267 -1.5305 0.064 0.980 0.358
H -2.1993 0.9951 -1.6527 -0.263 -1.312 0.622
H 1.1416 -2.6470 0.1504 0.666 0.418 0.242
H 2.6975 -2.2564 1.0102 1.424 -0.003 -0.624
H 1.2460 -1.8544 1.6924 -0.786 0.486 0.909
H 3.2412 0.4402 1.2000 -1.065 -0.209 -1.750
H 3.6637 -0.2259 -0.4494 -1.014 0.594 0.499
H 2.5563 1.3240 -0.3806 0.922 -2.210 1.261
H -1.2346 -2.0569 1.1270 0.060 0.518 0.161
H -2.3338 -2.2107 -0.0327 -0.557 -0.057 -0.360
H 0.9187 -1.4487 -1.5937 0.134 1.377 0.002
H 1.6277 0.0342 -2.0260 0.701 0.150 0.402
H -0.1137 -0.3780 2.6153 0.219 1.246 -2.507
```
Positions in Å, forces in eV/Å.

Its multiplicity is 1. The energy relative to the best compared isomer or geometry (same formula, charge and spin) comes out at 0.000 eV. Its net charge is +2. The HOMO-LUMO gap (spin up / spin down) is 8.59 / 8.59 eV. The HOMO energy (spin up / spin down) comes out at -16.69 / -16.69 eV.

Here are the Mulliken charges for atoms 1 to 5, given in e:
1. C -0.69
2. C -0.32
3. C -0.80
4. C -0.80
5. C -0.72

***

(3)
The following is a DFT calculation (wB97M-V/def2-TZVPD) of a 6-piece molecular cluster, C6H20NO6 overall in a non-equilibrium geometry.

XYZ file:
```
33
Properties=species:S:1:pos:R:3:forces:R:3
C 1.1074 0.7832 0.6564 1.155 1.411 0.717
O 0.7751 1.4117 -0.5314 -0.689 -0.966 -0.361
C 0.1042 -0.1729 1.2460 -0.075 -1.494 0.915
C 0.0152 -1.5322 0.5220 -1.640 -0.837 -0.423
C -0.8427 -2.5678 1.3063 1.725 0.627 -0.992
C -0.3995 -3.7212 1.8136 -1.639 0.118 1.081
C -3.1937 -2.4047 1.0349 0.107 0.783 -1.482
N -2.1030 -2.0438 1.5356 -0.430 0.265 1.104
H 2.1509 0.3715 0.6109 -0.612 -0.294 -0.054
H 1.2082 1.5637 1.4366 0.091 -0.031 -0.030
H -0.8900 0.2965 1.2470 0.272 -0.134 -0.200
H 0.2887 -0.4330 2.3198 0.371 0.644 -0.594
H 0.9403 -2.0391 0.1546 -0.487 0.755 0.490
H -0.6471 -1.2837 -0.3098 0.491 -0.301 -0.758
H 0.5395 -4.2254 1.7534 0.638 0.436 -0.363
H -1.0860 -4.1280 2.5563 0.019 -0.540 -0.311
H -4.0777 -1.7856 1.0780 -0.253 0.316 1.118
H -3.3404 -3.0814 0.2074 0.618 -1.129 -0.141
H 1.0484 0.6015 -1.7091 0.681 -0.450 0.013
H 1.8777 -0.7462 -1.9867 0.097 -0.187 0.171
O 1.4315 -0.0514 -2.4669 -0.398 0.583 -0.028
H -0.7062 1.8469 -0.6948 -0.822 0.515 0.259
H -1.7750 1.3838 -1.5805 -0.529 0.174 -0.100
O -1.6891 2.0666 -0.8983 0.895 -0.707 -0.232
H -1.1614 -0.4324 -4.2089 -0.026 0.092 -0.739
H -0.1029 -0.4061 -3.0786 -0.033 0.033 0.055
O -1.0694 -0.4795 -3.2686 -0.136 -0.162 0.711
H 2.6842 3.0935 -1.5388 0.133 0.012 0.103
H 1.2838 2.8958 -0.9717 0.893 0.088 0.511
O 2.0552 3.5442 -0.9706 -0.597 0.329 -0.531
H 1.5701 3.4497 2.1780 -0.319 -0.432 -0.129
H 1.9527 4.0724 0.8002 0.061 -0.448 -0.313
O 2.0510 4.1531 1.7579 0.440 0.930 0.536
```
Positions in Å, forces in eV/Å.

Its multiplicity is 1. The energy relative to the best compared isomer or geometry (same formula, charge and spin) comes out at 0.000 eV. Its net charge is -1. The HOMO-LUMO gap is 8.71 eV. The HOMO energy comes out at -5.51 eV.

Here are the Mulliken charges for atoms 1 to 5, given in e:
1. C -0.16
2. O -0.80
3. C -0.41
4. C -0.15
5. C 0.19

***

(4)
The following is a DFT calculation (wB97M-V/def2-TZVPD) of a 3-piece molecular cluster, C6H21BN9O6 overall.

XYZ file:
```
43
Properties=species:S:1:pos:R:3:forces:R:3
N 1.8079 1.5386 0.1511 0.016 -0.246 0.141
C 1.6411 0.3567 -0.6797 -0.099 -0.038 0.222
N 2.8986 -0.4025 -0.5282 0.038 0.285 -0.095
N 1.4452 0.7422 -2.0686 0.139 0.234 0.139
C 0.3983 -0.4206 -0.1419 0.135 -0.205 -0.070
N -0.5271 -0.8972 -1.1603 0.423 0.075 0.016
C -1.7629 -0.1403 -1.2491 -0.660 0.060 -0.411
N -2.6031 -0.8425 -2.2561 0.379 -0.435 0.169
B -1.4950 1.3580 -1.7257 0.126 0.109 0.084
O -1.3210 1.6124 -3.0674 0.348 -0.250 0.004
O -1.4831 2.4093 -0.8169 0.030 0.307 -0.480
C -2.6179 -0.0760 0.0396 -0.204 -0.041 -0.008
O -2.2499 -0.6753 1.0669 -0.157 -0.177 -0.033
O -3.6585 0.6276 -0.1103 -0.014 0.049 0.088
H 2.5038 2.1558 -0.2514 -0.104 0.084 -0.059
H 0.9221 2.0243 0.2379 0.053 0.115 -0.088
H 2.8702 -1.2205 -1.1267 0.028 -0.027 0.035
H 2.9761 -0.7315 0.4305 -0.017 -0.073 -0.020
H 2.1926 1.3836 -2.3141 0.083 -0.148 -0.097
H 1.4933 -0.0584 -2.6878 -0.280 -0.010 -0.002
H -0.0939 0.1976 0.6107 -0.123 -0.010 -0.070
H 0.7659 -1.2933 0.3987 0.048 0.073 0.087
H -0.7438 -1.8730 -1.0021 -0.251 0.071 0.180
H -3.3370 -0.2310 -2.5868 -0.058 -0.005 0.082
H -1.9918 -1.0619 -3.0359 -0.090 0.197 -0.125
H -0.7026 2.3369 -3.2001 -0.259 0.217 0.016
H -2.3260 2.3760 -0.3362 0.177 -0.358 0.381
C -5.5796 -2.7274 1.6013 0.050 0.129 -0.170
O -6.2933 -3.6817 1.9015 -0.051 -0.021 0.031
N -5.9570 -1.7839 0.6834 -0.070 0.032 0.039
N -4.3531 -2.5009 2.1302 -0.078 0.090 0.105
H -5.3603 -1.0126 0.4188 0.072 0.033 -0.021
H -6.8495 -1.8987 0.2453 0.011 -0.037 -0.005
H -3.9908 -3.1492 2.8010 -0.056 -0.051 -0.030
H -3.7931 -1.7094 1.8370 0.400 0.022 -0.016
C 5.7420 0.6737 2.0885 -0.008 0.054 -0.039
O 5.4057 -0.4610 2.3771 0.009 -0.027 0.012
N 5.0506 1.4569 1.2172 -0.024 -0.049 0.004
N 6.8667 1.2522 2.6319 0.044 -0.004 0.004
H 5.3320 2.3885 0.9810 0.011 0.005 0.042
H 4.2151 1.0754 0.7990 0.020 -0.023 -0.048
H 7.3957 0.7002 3.2791 -0.016 -0.008 0.001
H 7.1675 2.1829 2.4175 -0.020 0.004 0.000
```
Positions in Å, forces in eV/Å.

Its multiplicity is 1. The energy relative to the best compared isomer or geometry (same formula, charge and spin) comes out at 0.000 eV. Its net charge is -1. The HOMO-LUMO gap is 7.22 eV. The HOMO energy comes out at -4.85 eV.

Here are the Mulliken charges for atoms 1 to 5, given in e:
1. N -0.79
2. C 1.08
3. N -0.76
4. N -0.38
5. C -1.48

***

(5)
The following is a DFT calculation (wB97M-V/def2-TZVPD) of C6H21ClI2NP2Ru as an isolated structure in a non-equilibrium geometry.

XYZ file:
```
34
Properties=species:S:1:pos:R:3:forces:R:3
I 0.0132 -1.4984 -5.6440 0.000 -2.169 0.356
I 0.0131 1.2087 -5.9734 0.000 2.177 -0.245
Ru -0.0013 -0.0546 0.4262 -0.011 0.551 2.022
P -2.1218 0.3382 0.2258 -4.933 0.313 -0.032
C -3.0566 0.1504 -1.3050 0.569 -0.090 -0.712
C -2.9046 -0.9266 1.2721 1.334 -0.577 0.648
H -3.9475 -0.6576 1.3259 -0.419 -0.119 0.122
H -3.8780 1.7085 1.0564 0.225 0.097 -0.079
H -2.4247 -0.9145 2.2745 -0.564 0.023 -0.502
H -2.3110 2.0379 1.9056 -0.406 -0.048 -0.402
H -2.7942 -0.8027 -1.7889 -0.236 0.266 0.050
H -2.7683 -1.9280 0.8425 -0.304 0.208 0.090
C -2.7965 1.8409 0.9326 0.726 0.686 0.436
H -4.1334 0.1765 -1.0765 0.378 0.009 -0.045
H -2.5821 2.6825 0.2672 -0.195 0.007 0.125
H -2.7953 0.9650 -1.9935 -0.215 -0.204 0.066
P 2.1228 0.3270 0.2413 4.936 0.286 -0.001
C 3.0682 0.1369 -1.2828 -0.560 -0.076 -0.715
C 2.8002 1.8247 0.9557 -0.722 0.698 0.420
H 2.4049 -0.9302 2.2904 0.572 0.020 -0.509
H 3.9354 -0.6813 1.3519 0.421 -0.121 0.124
H 2.7515 -1.9438 0.8593 0.306 0.200 0.089
C 2.8914 -0.9439 1.2908 -1.353 -0.565 0.656
H 2.3072 2.0240 1.9242 0.408 -0.049 -0.392
H 3.8798 1.6856 1.0888 -0.225 0.099 -0.080
H 4.1434 0.1596 -1.0466 -0.380 0.010 -0.047
H 2.8144 0.9529 -1.9727 0.215 -0.208 0.069
H 2.5969 2.6684 0.2888 0.195 -0.002 0.132
H 2.8063 -0.8149 -1.7689 0.234 0.259 0.048
Cl -0.0086 0.6036 2.6559 0.005 -0.099 -1.057
N -0.0067 -2.0747 0.0934 0.121 -1.086 -0.010
H -0.8141 -2.4416 -0.3998 -0.184 -0.220 0.107
H 0.8077 -2.4462 -0.3919 0.063 -0.169 0.172
H -0.0116 -2.4321 1.0745 -0.001 -0.108 -0.904
```
Positions in Å, forces in eV/Å.

Its multiplicity is 6. The energy relative to the best compared isomer or geometry (same formula, charge and spin) comes out at 0.541 eV. Its net charge is +2. The HOMO-LUMO gap (spin up / spin down) is 3.03 / 3.74 eV. The HOMO energy (spin up / spin down) comes out at -12.12 / -13.75 eV.

Here are the Mulliken charges for atoms 1 to 5, given in e:
1. I -0.04
2. I 0.05
3. Ru -0.18
4. P 1.11
5. C -1.15

***

(6)
The following is a DFT calculation (wB97M-V/def2-TZVPD) of a 3-piece molecular cluster, C6H21N2O2 overall in a non-equilibrium geometry.

XYZ file:
```
31
Properties=species:S:1:pos:R:3:forces:R:3
N 1.2172 2.0863 -1.4306 0.241 0.118 -0.048
C 2.0558 1.2434 -0.4684 -0.958 -0.437 -0.603
C 3.3413 0.7734 -1.0847 0.939 0.517 -0.093
C 1.0888 0.1423 0.0068 1.213 0.356 0.507
N -0.1679 0.7485 0.4212 0.638 -0.780 -0.490
C -0.5744 0.3429 1.7652 -0.879 0.362 1.345
C -0.6614 -1.1410 2.1424 0.598 -0.960 -1.823
C -2.0200 -1.7857 1.8811 -0.459 0.260 -0.144
H 0.7263 1.5273 -2.1307 0.084 -0.239 0.113
H 1.7472 2.7816 -1.9563 0.030 0.210 0.331
H 0.4970 2.4966 -0.8245 -0.170 0.122 -0.125
H 2.2120 1.8846 0.3975 0.170 0.182 -0.139
H 4.0791 1.5788 -1.1671 -0.149 0.108 0.268
H 3.7876 0.0421 -0.4117 -0.015 -0.175 -0.172
H 3.3144 0.3906 -2.1061 -0.580 -0.405 0.168
H 1.6357 -0.2676 0.8614 -0.324 -0.163 0.103
H 1.0444 -0.6945 -0.6983 -0.250 0.189 -0.249
H -0.8767 0.5144 -0.2697 -0.400 -0.134 0.363
H 0.0599 0.8003 2.5284 0.247 0.410 -0.415
H -1.5584 0.7991 1.8928 -0.004 -0.014 0.212
H -0.2073 -1.3888 3.0940 -0.360 0.377 0.509
H 0.0203 -1.6760 1.4616 0.065 0.150 0.018
H -2.5739 -1.1675 1.1792 -0.113 0.177 -0.128
H -1.9494 -2.7430 1.3674 0.123 -0.180 0.352
H -2.6508 -1.8824 2.7621 0.111 -0.086 0.126
H -0.6120 -1.7704 -1.8188 0.239 -0.544 -0.132
H -1.5872 -2.9720 -1.5136 0.408 -0.169 -0.111
O -1.5049 -2.0204 -1.5891 -0.589 0.551 0.148
H -3.3690 -0.1131 -1.9554 0.326 -0.343 0.104
H -3.5653 1.1042 -1.1055 0.267 -0.118 0.166
O -2.9483 0.3661 -1.2305 -0.451 0.657 -0.163
```
Positions in Å, forces in eV/Å.

Its multiplicity is 1. The energy relative to the best compared isomer or geometry (same formula, charge and spin) comes out at 0.699 eV. Its net charge is +1. The HOMO-LUMO gap is 9.67 eV. The HOMO energy comes out at -12.84 eV.

Here are the Mulliken charges for atoms 1 to 5, given in e:
1. N -0.27
2. C 0.19
3. C -1.45
4. C -0.81
5. N -0.07

***

(7)
The following is a DFT calculation (wB97M-V/def2-TZVPD) of a 6-piece molecular cluster, C6H21NO5 overall in a non-equilibrium geometry.

XYZ file:
```
33
Properties=species:S:1:pos:R:3:forces:R:3
C -2.0997 -0.1227 -1.1174 -1.611 -1.802 0.731
C -1.9868 1.2982 -0.6256 -0.526 0.401 1.004
C -0.7139 1.6003 0.1545 0.523 3.348 -1.034
C -0.7477 1.6492 1.4995 -1.138 -0.834 1.925
C 0.6528 2.1271 -1.8180 1.696 0.470 -1.370
C 0.3234 2.3804 -0.5265 -1.857 -1.212 0.258
N -3.2435 -0.8152 -0.4083 -0.325 0.491 0.206
H -2.4263 -0.2890 -2.1451 0.841 0.602 -0.382
H -1.2167 -0.7338 -0.8810 -0.234 1.144 -0.509
H -2.8005 1.5863 0.0713 0.095 -1.215 0.458
H -2.3387 2.0961 -1.2860 1.301 -0.186 -1.113
H -1.5908 1.2725 2.0856 -0.142 -0.042 -0.414
H -0.0415 2.0950 2.1763 0.834 0.100 -0.356
H 1.5666 2.6078 -2.1777 -0.412 0.263 -0.443
H 0.1694 1.4576 -2.5205 -0.138 -0.189 0.325
H 0.7600 3.2506 -0.0508 0.431 -0.445 0.506
H -3.3821 -0.3403 0.4744 0.024 -0.194 0.156
H -3.0291 -1.7795 -0.1891 0.168 -0.004 0.013
H 2.9150 -1.7095 1.1762 -0.995 0.260 0.696
H 1.4224 -2.2544 0.8175 0.275 0.932 0.488
O 2.3549 -2.2736 0.6323 1.286 -1.879 -0.847
H -0.0441 -2.6744 1.2687 -0.787 0.307 -0.369
H -0.5355 -3.1148 2.5296 -0.617 0.009 0.477
O -0.8862 -2.6615 1.7525 0.998 -0.480 0.010
H 2.0109 0.6298 -1.1582 -0.988 0.819 0.516
H 2.7686 -0.5451 -0.7598 0.032 -0.429 0.681
O 2.0448 -0.0079 -0.4008 1.095 0.127 -1.579
H 3.7224 0.3063 1.7452 -0.002 0.161 0.264
H 2.2775 0.1640 1.4124 -0.070 0.223 0.337
O 2.8869 0.0866 2.1791 0.219 -0.121 -0.377
H 1.0629 -1.2333 -1.2015 -0.939 -0.407 0.632
H -0.2158 -2.2858 -1.0756 0.403 0.130 0.543
O 0.3606 -1.7670 -1.6335 0.558 -0.348 -1.435
```
Positions in Å, forces in eV/Å.

Its multiplicity is 2. The energy relative to the best compared isomer or geometry (same formula, charge and spin) comes out at 2.563 eV. Its net charge is -1. The HOMO-LUMO gap (spin up / spin down) is 2.96 / 6.94 eV. The HOMO energy (spin up / spin down) comes out at 0.07 / -4.06 eV.

Here are the Mulliken charges for atoms 1 to 5, given in e:
1. C 0.79
2. C -1.61
3. C 1.52
4. C -1.46
5. C -1.40

***

Electronic energy for the records above, in order: -458.77745 -748.28515 -746.80748 -1210.62566 -2128.46697 -500.94254 -672.02410 Eh